C8H10BNO2 as an isolated structure in a non-equilibrium geometry. Source: the OMol25 dataset; level of theory: ωB97M-V/def2-TZVPD.

Output
- Frontier orbital gap (alpha / beta): 7.96 / 7.41 eV

Last column: natural (NBO) charge in e.
Atoms and positions in Å:
B -1.834 -0.821 -0.205  0.86
C 2.926 -0.566 -0.398  -0.26
C 2.183 0.602 -0.442  -0.16
C 2.296 -1.691 -0.052  0.02
C 0.827 0.617 -0.112  -0.11
C 0.273 -0.682 0.108  0.30
C -0.060 1.712 -0.340  -0.42
C -1.209 1.612 0.804  -0.47
C -1.980 0.355 0.862  -0.23
N 0.947 -1.745 0.127  -0.43
O -1.871 -0.698 -1.599  -0.90
O -2.275 -2.034 0.247  -0.92
H 4.037 -0.710 -0.605  0.23
H 2.676 1.603 -0.469  0.21
H 2.838 -2.555 0.073  0.19
H 0.541 2.629 -0.059  0.22
H -0.543 1.606 -1.301  0.25
H -0.782 1.754 1.766  0.20
H -1.806 2.499 0.606  0.24
H -2.124 0.100 1.880  0.18
H -2.239 -1.505 -1.924  0.49
H -2.819 -2.082 1.033  0.49



A 2-piece molecular cluster, C6H11NO overall in a non-equilibrium geometry. Source: the OMol25 dataset; level of theory: ωB97M-V/def2-TZVPD.

Output
- Structure (SMILES): Cc1c[nH]c(C)c1.O
- Frontier orbital gap: 8.69 eV

Last column: natural (NBO) charge in e.
Atoms and positions in Å:
C -1.158 -2.335 1.131  -0.64
C -0.493 -1.005 0.916  -0.09
C 0.826 -0.876 0.528  -0.11
N 1.031 0.413 0.132  -0.51
C -0.119 1.166 0.205  0.13
C -1.091 0.271 0.685  -0.30
C -0.227 2.640 0.485  -0.64
H -0.836 -2.992 1.956  0.22
H -2.234 -2.395 1.306  0.22
H -0.998 -2.791 0.134  0.22
H 1.638 -1.562 0.696  0.21
H 1.995 0.707 0.182  0.40
H -2.104 0.631 0.563  0.22
H -0.455 2.723 1.544  0.23
H 0.730 3.110 0.169  0.21
H -0.968 3.220 -0.078  0.23
H 0.677 -0.998 -2.690  0.46
H 1.586 0.065 -2.570  0.46
O 0.937 -0.225 -3.229  -0.92



A 2-piece molecular cluster, C4H13N2 overall in a non-equilibrium geometry. Source: the OMol25 dataset; level of theory: ωB97M-V/def2-TZVPD.

Output
- Charge: +1
- Frontier orbital gap: 4.92 eV

Last column: natural (NBO) charge in e.
Atoms and positions in Å:
N -0.875 -1.305 -0.224  -0.19
C -2.180 -0.816 0.289  -0.29
C -2.241 0.639 -0.309  -0.59
N 1.135 0.558 0.204  -0.39
C 1.921 1.039 -0.978  -0.47
C 2.029 -0.167 1.166  -0.45
H 0.314 -0.130 -0.064  0.38
H -1.038 -2.059 -0.965  0.38
H -1.310 1.064 0.051  0.23
H -2.932 -1.455 -0.111  0.23
H -2.065 -0.804 1.368  0.27
H -2.243 0.603 -1.480  0.24
H -2.914 1.284 0.144  0.27
H 2.654 0.295 -1.345  0.22
H 1.372 1.190 -1.874  0.22
H 2.374 1.953 -0.922  0.24
H 2.593 -1.050 0.862  0.24
H 2.746 0.568 1.362  0.24
H 1.447 -0.409 2.101  0.22



A 2-piece molecular cluster, C4H14N2O overall in a non-equilibrium geometry. Source: the OMol25 dataset; level of theory: ωB97M-V/def2-TZVPD.

Output
- Structure (SMILES): CNCCCN.O
- Frontier orbital gap: 9.44 eV

Last column: natural (NBO) charge in e.
Atoms and positions in Å:
C 0.146 -0.851 2.562  -0.41
N 0.618 -0.997 1.223  -0.64
C 0.404 0.121 0.319  -0.24
C -0.523 -0.167 -0.853  -0.40
C -1.243 1.151 -1.284  -0.22
N -2.392 1.506 -0.458  -0.85
H -0.824 -0.353 2.629  0.20
H 0.941 -0.474 3.212  0.18
H -0.134 -1.891 2.846  0.20
H 1.561 -1.300 1.213  0.35
H -0.107 0.921 0.883  0.17
H 1.245 0.678 -0.109  0.19
H 0.054 -0.390 -1.748  0.18
H -1.239 -1.022 -0.774  0.22
H -0.525 1.949 -1.505  0.16
H -1.626 0.833 -2.264  0.19
H -2.993 2.218 -0.902  0.36
H -2.159 1.915 0.438  0.35
H 2.496 -1.125 -2.427  0.46
H 2.925 -1.319 -0.975  0.45
O 3.373 -1.402 -2.023  -0.91



ΔE to the lowest compared entry with this formula, charge and spin per entry: 227.3; 158.1; 738.2; 261.0 kJ/mol